{
  "formula": "C4H9ClN2O",
  "method": "the ωB97M-V functional and the def2-TZVPD basis",
  "max_force_ha_per_bohr": 0.0812,
  "orbital_gap_ha": 0.3514,
  "smiles": "C=C(N)Cl.C/C=N/O",
  "homo_energy_ev": -8.70,
  "elements": ["C", "C", "N", "Cl", "H", "H", "H", "H", "C", "C", "N", "O", "H", "H", "H", "H", "H"],
  "positions_angstrom": [[1.5468, -0.9787, -0.7739], [2.2135, 0.1371, -0.5346], [1.8123, 1.4317, -0.7360], [3.4485, 0.1629, 0.6372], [2.1222, -1.9067, -0.6592], [0.7681, -0.8700, -1.5698], [1.0307, 1.5019, -1.4013], [2.6361, 2.0357, -0.7907], [-1.3648, -1.4309, 0.7550], [-1.6930, -0.0075, 0.7607], [-2.1496, 0.5404, -0.3145], [-2.5096, 1.8214, -0.2576], [-1.9813, -1.8331, 1.4446], [-1.4164, -1.8132, -0.2320], [-0.3318, -1.5461, 1.2633], [-1.6798, 0.5309, 1.7548], [-2.4517, 2.2245, 0.6542]],
  "atomic_forces_ev_per_a": [[0.3, -0.6, -2.4], [-1.1, 0.4, 1.5], [-0.3, 0.2, -0.8], [1.6, -0.4, 0.6], [-0.9, 0.2, 0.3], [0.5, -0.5, 0.9], [0.9, 0.5, 0.3], [-1.0, 0.2, -0.4], [3.9, 1.5, 0.4], [-1.1, 1.7, -0.6], [1.3, -1.8, 1.6], [-0.6, 2.3, 0.6], [-2.4, -2.1, 1.9], [0.0, -0.7, -0.6], [-1.3, 0.0, -1.3], [0.1, -0.2, -1.1], [0.1, -0.8, -0.8]]
}